An isolated ion of composition C3H7N2 and charge +1 at a distorted geometry. Source: OMol25; level of theory: ωB97M-V/def2-TZVPD.

Results
ΔE to the lowest compared entry with this formula, charge and spin = 64.88 kJ/mol
largest force on an atom = 6.22 eV Å⁻¹
gap between HOMO and LUMO = 12.150 eV
charge = +1
E = -6196.839 eV
highest occupied orbital energy = -15.519 eV

```
12
Properties=species:S:1:pos:R:3:nbo_charge:R:1
N -0.45915 -0.53650 -1.82142 -0.7250
C -0.15814 -0.16139 -0.60624 0.5336
C -0.40807 -0.69311 0.73846 -0.4619
C 0.42136 0.77356 1.26630 -0.1779
N 0.45925 0.88610 -0.12550 -0.5049
H -0.84533 -1.49852 -2.01787 0.4567
H 0.02626 -0.04872 -2.64102 0.4442
H -1.36100 -1.00187 1.13906 0.2737
H 0.24526 -1.50864 1.07521 0.2662
H -0.20996 1.52944 1.80333 0.2374
H 1.37463 0.50879 1.75173 0.2270
H 0.91490 1.75085 -0.56204 0.4309
```

An isolated ion of composition C3H7N2 and charge +1 at a distorted geometry. Source: OMol25; level of theory: ωB97M-V/def2-TZVPD.

Results
ΔE to the lowest compared entry with this formula, charge and spin = 266.79 kJ/mol
largest force on an atom = 3.28 eV Å⁻¹
gap between HOMO and LUMO = 10.502 eV
charge = +1
E = -6194.746 eV
highest occupied orbital energy = -14.371 eV

```
12
Properties=species:S:1:pos:R:3:nbo_charge:R:1
N -1.70642 -0.01496 -0.21801 -0.6989
C -0.39664 -0.49876 0.34928 -0.2634
C 0.84293 0.51382 0.18097 -0.2094
C 2.22233 -0.00275 -0.13892 0.1369
N 1.58416 0.47095 -1.08702 -0.2774
H -1.24196 0.27410 -1.09673 0.4527
H -2.48526 -0.69639 -0.48746 0.4752
H -1.97620 0.89719 0.13259 0.4499
H -0.00020 -1.35856 -0.15570 0.2371
H -0.56612 -0.72528 1.35629 0.2274
H 0.61113 1.43895 0.80344 0.2078
H 3.11226 -0.29831 0.36128 0.2622
```